Record 1
{"formula": "C14H22BF6NO14S2Zr", "method": "ωB97M-V/def2-TZVPD", "lumo_ev": -1.70, "homo_energy_ev": -10.27, "orbital_gap_ev": 8.6, "elements": ["Zr", "C", "F", "F", "F", "S", "O", "O", "N", "S", "O", "O", "C", "F", "F", "F", "C", "C", "O", "O", "H", "H", "H", "C", "C", "O", "O", "H", "H", "H", "B", "H", "H", "H", "H", "C", "C", "C", "O", "C", "O", "O", "H", "H", "H", "H", "H", "H", "C", "C", "C", "O", "C", "O", "O", "H", "H", "H", "H", "H", "H"], "xyz": [[0.6035, 0.8420, -2.3050], [-0.6129, -3.1320, -4.0087], [-0.4798, -4.5150, -4.0277], [-1.1636, -2.6120, -5.1219], [-1.3268, -2.7663, -2.9583], [1.1367, -2.2785, -3.8031], [2.1705, -3.2959, -3.7208], [1.2672, -1.4337, -4.9732], [0.9347, -1.1927, -2.3308], [1.2336, -2.2842, -1.1994], [0.6218, -1.7785, 0.0303], [0.7806, -3.6211, -1.4204], [3.2047, -2.3559, -1.0231], [3.7748, -1.5660, -1.9656], [3.5626, -1.8701, 0.2693], [3.5285, -3.6226, -1.1588], [3.5349, 2.9297, 0.0296], [2.4687, 2.1602, -0.7247], [1.6316, 2.6583, -1.4722], [2.3801, 0.9253, -0.7756], [3.1740, 3.9335, 0.2536], [4.4667, 2.9609, -0.5350], [3.6966, 2.5129, 1.0237], [-2.0047, 1.9596, -5.4272], [-1.0569, 1.5353, -4.3730], [-1.0225, 0.3831, -3.9262], [-0.3154, 2.2229, -3.7586], [-1.7809, 1.4935, -6.3867], [-1.8601, 3.0334, -5.5463], [-3.0282, 1.8328, -5.0745], [-0.9645, 1.1312, -0.6964], [-1.1299, 0.2689, -1.3236], [-0.8514, 1.9340, -1.4084], [-1.7784, 1.2928, -0.0067], [0.0307, 0.9293, -0.3316], [-4.5024, 0.3711, 1.1379], [-4.7125, -0.3423, 2.5242], [-3.4690, -1.0803, 3.0597], [-3.6122, -0.9722, 4.4571], [-4.4018, 0.1153, 4.6725], [-4.6054, 0.5465, 5.8053], [-4.8967, 0.5855, 3.5486], [-4.5066, -0.4170, 0.3850], [-3.6049, 0.9897, 1.1346], [-5.4497, 0.8567, 0.9035], [-5.5297, -1.0617, 2.4715], [-2.4716, -0.7242, 2.8020], [-3.5350, -2.1199, 2.7387], [4.0135, 0.4989, 3.3497], [2.5188, 0.9612, 3.3825], [1.5664, 0.2441, 2.4730], [0.6515, -0.4995, 3.3137], [0.9343, -0.1573, 4.6014], [0.2152, -0.4133, 5.5787], [2.0495, 0.5618, 4.7009], [4.4689, 0.5487, 2.3606], [4.0838, -0.5278, 3.7088], [4.6197, 0.9623, 4.1281], [2.2537, 2.0065, 3.2242], [2.0714, -0.5050, 1.8631], [1.0240, 0.9570, 1.8520]], "nbo_charge": [2.30, 0.82, -0.29, -0.28, -0.29, 2.07, -0.84, -0.89, -1.25, 2.17, -0.91, -0.88, 0.80, -0.31, -0.33, -0.27, -0.72, 0.83, -0.73, -0.74, 0.25, 0.26, 0.24, -0.72, 0.83, -0.73, -0.71, 0.26, 0.24, 0.26, -0.60, 0.04, 0.03, 0.07, 0.03, -0.62, 0.08, -0.10, -0.47, 0.96, -0.59, -0.48, 0.22, 0.23, 0.22, 0.18, 0.20, 0.19, -0.64, 0.06, -0.10, -0.48, 0.96, -0.59, -0.48, 0.22, 0.23, 0.23, 0.19, 0.22, 0.18]}

=====

Record 2
{"formula": "C14H22BIrN9OS2", "method": "ωB97M-V/def2-TZVPD", "charge": 2, "e_above_lowest_kcal_mol": 50.8, "lumo_ev": [-7.16, -9.06], "homo_energy_ev": [-13.91, -14.72], "orbital_gap_ev": [6.8, 5.7], "multiplicity": 6, "elements": ["Ir", "N", "C", "C", "C", "N", "H", "H", "H", "H", "H", "H", "H", "H", "H", "H", "C", "N", "C", "C", "N", "B", "N", "C", "C", "N", "C", "C", "S", "C", "S", "H", "H", "H", "H", "H", "H", "H", "H", "H", "H", "H", "H", "O", "N", "C", "C", "N", "C", "N"], "xyz": [[0.0803, 0.4222, 0.3013], [-0.2481, 2.1362, 1.7916], [-1.2600, 1.8606, 2.8452], [-0.8994, 0.6379, 3.6756], [-1.1982, -0.6973, 3.0127], [-0.2052, -1.0627, 1.9617], [0.6282, 2.3991, 2.2344], [-0.5412, 2.9412, 1.2453], [-2.2243, 1.7157, 2.3563], [-1.3454, 2.7286, 3.4989], [-1.4783, 0.6796, 4.5983], [0.1564, 0.6827, 3.9730], [-2.1838, -0.6722, 2.5461], [-1.2110, -1.4802, 3.7711], [-0.4935, -1.9446, 1.5447], [0.6966, -1.2449, 2.4006], [-2.3129, 3.4515, -2.3920], [-2.0271, 2.1185, -2.9203], [-1.7834, 1.8271, -4.2399], [-1.5473, 0.4920, -4.3079], [-1.6267, -0.0219, -3.0386], [-1.7085, -1.5435, -2.7141], [-0.3578, -2.1391, -2.1143], [-0.2622, -3.4858, -1.9892], [0.9673, -3.7921, -1.4743], [1.6236, -2.6192, -1.2944], [2.9817, -2.5033, -0.7601], [0.7959, -1.5959, -1.6723], [1.3025, 0.0522, -1.7231], [-1.9141, 0.9813, -2.2078], [-2.1414, 0.8527, -0.5010], [-2.7820, 4.0412, -3.1734], [-1.3913, 3.9414, -2.0825], [-2.9889, 3.3717, -1.5462], [-1.8181, 2.5780, -5.0101], [-1.3539, -0.1309, -5.1638], [-2.5771, -1.7358, -1.9049], [-1.9116, -2.1219, -3.7438], [-1.0651, -4.1399, -2.2860], [1.4152, -4.7469, -1.2537], [2.9834, -2.6940, 0.3113], [3.3578, -1.5042, -0.9538], [3.6213, -3.2290, -1.2556], [2.4477, 1.0867, 0.8426], [3.0277, 1.5304, 1.8105], [3.5401, 0.9027, 2.8100], [4.1829, 1.6260, 3.8639], [4.6662, 2.1985, 4.7331], [3.3490, -0.5252, 2.8463], [3.0341, -1.6251, 2.7486]], "lowdin_spin": [2.38, 0.12, 0.01, 0.00, 0.01, 0.11, 0.01, 0.00, 0.00, 0.00, 0.00, 0.00, 0.00, 0.00, 0.00, 0.01, 0.01, 0.03, 0.03, 0.03, 0.02, 0.01, 0.05, 0.05, 0.08, 0.04, 0.00, 0.04, 0.37, 0.04, 0.43, 0.00, 0.00, 0.00, 0.00, 0.00, 0.01, 0.00, 0.00, 0.00, 0.00, 0.00, 0.00, 0.60, 0.42, 0.04, 0.00, -0.01, 0.02, -0.01]}

=====

Record 3
{"formula": "C14H22BN6OPbS2", "method": "ωB97M-V/def2-TZVPD", "charge": 1, "e_above_lowest_kcal_mol": 20.9, "lumo_ev": [-6.42, -5.95], "homo_energy_ev": [-11.23, -11.21], "orbital_gap_ev": [4.8, 5.3], "elements": ["Pb", "N", "C", "S", "N", "N", "C", "C", "C", "C", "C", "C", "C", "O", "H", "H", "H", "H", "H", "H", "H", "C", "N", "C", "C", "S", "N", "C", "C", "H", "H", "H", "H", "H", "H", "H", "H", "H", "H", "H", "H", "B", "C", "N", "H", "H", "H"], "xyz": [[-0.1341, 0.3698, 0.5802], [-1.9555, -2.1074, -2.9595], [-1.5430, -1.5161, -1.8326], [-0.4153, -0.2241, -2.0051], [-1.9528, -2.0381, -0.7088], [-1.7479, -1.4983, 0.4758], [-2.2524, -2.1725, 1.4805], [-2.1977, -1.8916, 2.8611], [-2.8146, -2.8147, 3.7314], [-2.7222, -2.6930, 5.0937], [-1.9850, -1.6373, 5.6660], [-1.3934, -0.7045, 4.8722], [-1.5291, -0.7378, 3.4434], [-1.1192, 0.2348, 2.7645], [-1.6868, -1.7289, -3.8488], [-2.6356, -2.8458, -2.9086], [-2.8040, -3.0686, 1.1982], [-3.3619, -3.6402, 3.3026], [-3.1924, -3.4196, 5.7384], [-1.8982, -1.5691, 6.7395], [-0.8323, 0.1191, 5.2826], [2.7579, -1.9397, -2.0514], [2.9355, -0.5291, -2.3114], [3.5121, -0.2423, -3.6069], [2.7955, 0.3727, -1.3424], [2.7027, -0.1721, 0.2852], [2.7531, 1.6886, -1.5927], [2.9605, 2.6401, -0.5233], [2.1242, 2.2573, -2.7690], [2.4008, -2.4154, -2.9638], [2.0288, -2.0916, -1.2582], [3.6988, -2.4014, -1.7490], [4.2812, -0.9889, -3.8083], [3.9789, 0.7386, -3.6151], [2.7612, -0.3029, -4.3977], [3.6743, 2.2422, 0.1950], [2.0282, 2.8725, -0.0007], [3.3613, 3.5558, -0.9550], [1.6794, 1.4819, -3.3859], [2.8403, 2.8367, -3.3543], [1.3239, 2.9274, -2.4445], [-3.0571, 4.2443, 0.5002], [-2.0290, 3.1448, 0.3207], [-1.3033, 2.2520, 0.1681], [-3.4309, 4.0093, 1.6148], [-4.0458, 4.1140, -0.1567], [-2.5589, 5.2870, 0.2358]], "nbo_charge": [1.39, -0.74, 0.31, -0.25, -0.37, -0.26, 0.09, -0.11, -0.18, -0.14, -0.17, -0.19, 0.45, -0.61, 0.42, 0.42, 0.21, 0.23, 0.24, 0.24, 0.23, -0.42, -0.38, -0.42, 0.37, -0.07, -0.41, -0.41, -0.42, 0.22, 0.24, 0.22, 0.23, 0.23, 0.22, 0.24, 0.21, 0.23, 0.22, 0.22, 0.23, -0.64, 0.53, -0.77, 0.05, 0.06, 0.04]}

=====

Record 4
{"formula": "C14H22BrClNO2", "method": "ωB97M-V/def2-TZVPD", "smiles": "CCCC[NH2+]CCOCCOc1ccc(Cl)cc1Br", "charge": 1, "e_above_lowest_kcal_mol": 0.0, "lumo_ev": -2.15, "homo_energy_ev": -11.61, "orbital_gap_ev": 9.5, "elements": ["C", "H", "H", "H", "C", "C", "C", "N", "H", "H", "C", "H", "H", "C", "O", "C", "C", "O", "C", "C", "C", "C", "C", "C", "Br", "H", "Cl", "H", "H", "H", "H", "H", "H", "H", "H", "H", "H", "H", "H", "H", "H"], "xyz": [[3.5325, 3.0785, -1.4630], [4.4647, 3.3958, -1.0036], [3.7675, 2.4275, -2.3014], [3.0236, 3.9582, -1.8449], [2.6506, 2.3568, -0.4504], [3.3482, 1.1056, 0.0864], [2.6027, 0.4468, 1.2403], [1.2777, -0.0398, 0.7953], [0.7105, 0.7670, 0.4825], [1.3945, -0.6793, -0.0172], [0.5184, -0.8456, 1.7745], [-0.5453, -0.6492, 1.6365], [0.7947, -0.5784, 2.7930], [0.8303, -2.3268, 1.4833], [0.8520, -2.5567, 0.0947], [-0.3894, -2.8029, -0.5570], [-0.7417, -1.6569, -1.5156], [-1.1285, -0.4800, -0.8294], [-2.4495, -0.2379, -0.5643], [-3.5134, -1.1040, -0.7787], [-4.8072, -0.7169, -0.4714], [-5.0617, 0.5374, 0.0640], [-4.0102, 1.4144, 0.3056], [-2.7320, 1.0124, -0.0099], [-1.2680, 2.1773, 0.3242], [-4.1964, 2.3889, 0.7285], [-6.6704, 1.0150, 0.4418], [-5.6229, -1.3981, -0.6493], [-3.3496, -2.0886, -1.1860], [-1.5106, -1.9781, -2.2210], [0.1512, -1.3834, -2.0860], [-1.1881, -2.9521, 0.1755], [-0.2678, -3.7193, -1.1419], [1.8355, -2.5793, 1.8303], [0.1145, -2.9749, 1.9970], [3.1741, -0.4003, 1.6233], [2.4467, 1.1657, 2.0467], [4.3385, 1.3858, 0.4470], [3.4915, 0.3852, -0.7216], [2.4264, 3.0326, 0.3763], [1.7063, 2.0973, -0.9340]], "nbo_charge": [-0.60, 0.21, 0.21, 0.23, -0.41, -0.42, -0.22, -0.57, 0.47, 0.45, -0.26, 0.24, 0.24, -0.08, -0.55, -0.10, -0.10, -0.55, 0.33, -0.29, -0.20, -0.05, -0.22, -0.14, 0.07, 0.25, 0.05, 0.24, 0.23, 0.21, 0.21, 0.19, 0.21, 0.21, 0.21, 0.22, 0.22, 0.24, 0.21, 0.20, 0.19]}

=====

Record 5
{"formula": "C14H22CaN4OS4", "method": "ωB97M-V/def2-TZVPD", "charge": 2, "lumo_ev": -8.59, "homo_energy_ev": -12.47, "orbital_gap_ev": 3.9, "elements": ["C", "C", "C", "C", "S", "C", "N", "O", "C", "S", "C", "N", "C", "C", "C", "S", "C", "S", "N", "C", "C", "N", "C", "H", "H", "H", "H", "H", "H", "H", "H", "H", "H", "H", "H", "H", "H", "H", "H", "H", "H", "H", "H", "H", "H", "Ca"], "xyz": [[6.9852, -0.0176, 1.0715], [6.2045, -0.0456, -0.1161], [5.2537, 0.3700, -1.4227], [3.7527, 0.9165, -0.9268], [3.0243, 1.7606, -2.4781], [4.0581, 1.9800, 0.2948], [5.0946, 3.0498, -0.0718], [3.0089, -0.2863, -0.5217], [1.6151, 0.0099, -0.1574], [0.3435, -0.4212, -1.4695], [1.2727, -0.9744, 1.1500], [0.5362, -2.1679, 0.5830], [-0.5605, -2.6732, 1.4942], [-2.0163, -1.9182, 1.2952], [-2.7917, -2.3440, -0.1033], [-4.6667, -1.9964, -0.0331], [-5.0497, -0.4289, -0.9851], [-4.1586, -0.1339, -2.4436], [-6.0511, 0.6397, -0.6045], [-5.8418, 1.3680, 0.7050], [-7.0646, 2.4728, 0.7615], [-7.8951, 2.3024, -0.4979], [-7.2750, 1.1871, -1.3304], [7.6758, 0.0888, 2.0356], [5.0922, -0.6073, -2.0861], [5.7637, 1.2457, -2.0080], [3.2035, 0.7490, -3.4756], [4.3329, 1.4698, 1.3202], [3.0462, 2.5862, 0.4742], [6.0659, 2.7296, 0.1350], [4.9730, 3.3744, -1.0560], [1.4097, 1.1125, 0.1758], [0.9352, -0.7195, -2.7074], [0.7204, -0.4115, 2.0145], [2.3195, -1.3351, 1.5960], [1.1768, -2.9256, 0.2571], [-0.1608, -2.6332, 2.6044], [-0.7171, -3.8220, 1.2190], [-1.9209, -0.7391, 1.4324], [-2.7101, -2.3202, 2.1749], [-2.6589, -3.5008, -0.2673], [-2.2786, -1.8281, -1.0480], [-4.9913, 1.1678, 1.4835], [-7.2093, 3.2630, 1.6433], [-7.6511, 0.7864, -2.3721], [-4.1951, -0.3799, 2.2614]], "nbo_charge": [-0.29, -0.07, -0.48, 0.18, -0.08, -0.28, -0.85, -0.57, -0.01, -0.15, -0.28, -0.66, -0.23, -0.46, -0.56, 0.17, -0.18, 0.25, -0.48, -0.23, 0.04, -0.37, 0.24, 0.30, 0.26, 0.27, 0.16, 0.25, 0.19, 0.39, 0.38, 0.22, 0.20, 0.19, 0.25, 0.41, 0.22, 0.24, 0.16, 0.15, 0.30, 0.33, 0.03, 0.29, 0.30, 1.84]}